# C19H18N4O2

A single C19H18N4O2 molecule (wB97M-V/def2-TZVPD, the Open Molecules 2025 dataset).

Gap between HOMO and LUMO ... 6.88 eV
LUMO ... -0.0332 Ha
HOMO energy ... -7.79 eV
Energy relative to the best compared isomer or geometry (same formula, charge and spin) ... 90.5 kcal/mol
SMILES string ... C#CC(=O)Nc1ccc2c(c1)/C(=C/c1[nH]c(CC)nc1C)C(=O)N2C

Each atom is followed by the atoms it is bonded to, with distances in Å.
Atoms and positions in Å:
1 C 0.0709 2.0036 0.7600  N2 1.359, C4 1.478, C8 1.360
2 N 1.1979 2.6788 0.4121  C1 1.359, C15 1.367, H35 1.054
3 C 0.9047 -2.3590 -1.0115  C18 1.392, N24 1.370, C34 1.382
4 C -0.2561 0.5621 0.7568  C1 1.478, C5 1.398, H40 1.092
5 C 0.4606 -0.3852 0.0206  C4 1.398, C26 1.404, C34 1.428
6 C 2.0348 5.0356 0.6656  H12 1.164, H14 1.085, C15 1.475, C39 1.624
7 C -3.9631 -4.5616 0.2306  C22 1.450, C30 1.218
8 C -0.8080 2.9736 1.1291  C1 1.360, C11 1.565, N13 1.422
9 H -3.0612 3.1622 1.0441  C11 1.158
10 H 2.9015 6.1043 -1.1086  C39 1.121
11 C -2.2272 2.8146 1.7689  C8 1.565, H9 1.158, H23 1.117, H38 1.099
12 H 1.8129 5.9675 1.3271  C6 1.164
13 N -0.1745 4.2462 1.1574  C8 1.422, C15 1.277
14 H 2.9810 4.6094 0.9807  C6 1.085
15 C 1.0264 3.9713 0.8231  N2 1.367, C6 1.475, N13 1.277
16 C -0.5783 -2.5054 0.9406  C21 1.347, H28 1.142, C34 1.402
17 H 3.2508 -0.5802 -2.7477  C33 1.101
18 C 0.6916 -3.6973 -1.3284  C3 1.392, H19 1.051, C25 1.458
19 H 1.1244 -4.0777 -2.2073  C18 1.051
20 O -3.6106 -4.8541 2.4556  C22 1.214
21 C -0.8495 -3.7942 0.6577  C16 1.347, C25 1.439, N43 1.423
22 C -3.0816 -4.7122 1.3718  C7 1.450, O20 1.214, N43 1.334
23 H -2.4458 1.7588 2.0591  C11 1.117
24 N 1.6853 -1.4365 -1.6567  C3 1.370, C26 1.380, C33 1.451
25 C -0.1365 -4.4592 -0.4009  C18 1.458, C21 1.439, H29 1.071
26 C 1.3773 -0.2444 -1.0330  C5 1.404, N24 1.380, O42 1.301
27 H 1.7522 4.5409 -1.4228  C39 1.128
28 H -1.0191 -1.8213 1.7412  C16 1.142
29 H -0.2821 -5.5090 -0.5548  C25 1.071
30 C -4.4646 -4.1353 -0.7945  C7 1.218, H37 1.060
31 H 3.1596 -2.3482 -2.7933  C33 1.104
32 H -1.4517 -4.4314 2.4564  N43 1.001
33 C 2.5508 -1.4274 -2.8213  H17 1.101, N24 1.451, H31 1.104, H36 1.052
34 C 0.2851 -1.8007 0.0900  C3 1.382, C5 1.428, C16 1.402
35 H 1.9725 2.3043 -0.1973  N2 1.054
36 H 1.9112 -1.3805 -3.6553  C33 1.052
37 H -4.8692 -3.9180 -1.7495  C30 1.060
38 H -2.3773 3.4124 2.6785  C11 1.099
39 C 1.9788 5.5077 -0.8873  C6 1.624, H10 1.121, H27 1.128, H41 1.036
40 H -0.9463 0.2600 1.5474  C4 1.092
41 H 1.1731 6.1279 -1.0862  C39 1.036
42 O 2.0806 0.8454 -1.1292  C26 1.301
43 N -1.7813 -4.4479 1.5114  C21 1.423, C22 1.334, H32 1.001

Here are the Mulliken charges for atoms 1 to 8, given in e:
1. C -0.0876
2. N -0.0244
3. C -0.4779
4. C -0.6952
5. C 0.7020
6. C -0.6417
7. C -0.2878
8. C 0.7774